(1)
Density functional theory data (wB97M-V/def2-TZVPD) for C27H37GaN4O4PS2Si as an isolated structure.

ORCA input file:
```
! wB97M-V def2-TZVPD RIJCOSX def2/J DEFGRID3
* xyz 1 1
Ga -0.102 0.897 0.587
S 8.539 -0.510 -0.358
S -2.781 -1.323 0.848
P -2.377 3.072 -0.797
Si -0.640 0.639 2.920
O -2.150 -2.306 -4.964
O -1.485 2.252 0.110
O 7.665 -1.821 1.788
O -1.834 3.496 -2.130
N -3.928 1.096 -1.652
N -2.712 -2.886 -2.855
N -1.215 5.344 -0.335
N -0.240 0.253 -1.447
C -0.704 -0.078 -4.159
C 6.880 0.086 -0.229
C -3.918 -5.182 0.911
C -4.998 -2.780 0.025
C 8.568 -1.681 1.015
C -5.705 -3.964 -0.132
C 0.591 1.860 3.616
C -5.169 -5.166 0.311
C -2.046 -2.133 -3.768
C -0.299 -1.074 3.558
C -0.929 -0.801 -1.908
C 9.851 -2.471 1.059
C 6.471 0.801 0.891
C 5.979 -0.176 -1.257
C -1.204 -0.995 -3.246
C -3.196 -4.005 1.059
C 0.036 0.994 -3.697
C -2.513 4.692 0.077
C 5.156 1.216 1.005
C 4.240 0.935 -0.009
C -2.361 1.227 3.315
C -4.024 2.368 -0.924
C 0.237 1.137 -2.338
C -3.738 -2.802 0.616
C 4.666 0.254 -1.150
C 2.854 1.295 0.137
C 1.687 1.605 0.281
H 4.830 1.763 1.880
H -4.403 2.192 0.085
H -4.852 0.746 -1.873
H -2.539 -2.850 -1.866
H 3.958 0.053 -1.944
H -6.684 -3.944 -0.595
H -3.496 -6.114 1.263
H 0.797 1.966 -1.933
H -1.084 -1.771 3.262
H 0.587 1.844 4.710
H -3.222 -3.678 -3.210
H -1.217 6.359 -0.264
H 0.653 -1.443 3.170
H -3.448 1.229 -2.537
H -0.907 -0.231 -5.211
H -5.428 -1.841 -0.302
H 10.136 -2.633 2.096
H 9.666 -3.441 0.595
H 0.354 2.877 3.290
H -0.240 -1.075 4.651
H -3.123 0.566 2.900
H -3.406 -0.554 -0.070
H -1.247 -1.499 -1.155
H -2.494 1.267 4.400
H -3.322 5.300 -0.323
H -2.521 2.233 2.916
H 1.601 1.633 3.269
H -4.657 3.116 -1.415
H 10.654 -1.974 0.516
H -5.728 -6.086 0.194
H 6.309 -0.720 -2.132
H -0.432 4.967 0.202
H -2.580 4.622 1.159
H 0.446 1.727 -4.377
H -2.214 -4.021 1.516
H -1.080 5.028 -1.322
H 7.180 1.021 1.677
*
```

Results
Energy above the lowest of the compared OMol25 structures with the same formula, charge and spin = 1.6523 eV
Lowest unoccupied orbital energy = -2.730 eV
DFT total energy = -4922.95836 Eh
Orbital gap = 7.69 eV

(2)
Density functional theory data (wB97M-V/def2-TZVPD) for C27H37N4RhS2 as an isolated structure.

ORCA input file:
```
! wB97M-V def2-TZVPD RIJCOSX def2/J DEFGRID3
* xyz 0 1
Rh -0.392 0.408 0.824
S 1.604 -0.634 0.860
S -0.149 0.718 3.081
N -2.525 0.887 0.370
N -0.062 2.362 0.709
N -1.564 -1.697 1.509
N 0.354 0.699 -1.333
C 1.898 -1.029 2.563
C -3.215 -0.408 0.163
C 3.122 -2.222 4.261
C 0.320 -1.161 -2.931
C 0.231 2.891 -0.525
C -1.908 -0.616 -3.990
C 1.090 -0.458 3.548
C 0.284 4.279 -0.454
C -1.420 -2.183 2.890
C -3.109 1.604 1.522
C -0.200 3.400 1.557
C 1.299 -0.781 4.884
C 3.924 1.982 -2.437
C 3.319 0.861 -1.591
C 1.039 -0.190 -2.232
C -2.766 1.695 -0.839
C 2.435 -0.086 -2.380
C 2.313 -1.660 5.242
C -0.005 4.603 0.875
C 0.506 1.963 -1.559
C 0.991 -2.003 -3.807
C -1.175 -1.250 -2.808
C -1.099 -2.779 0.622
C 3.068 -0.953 -3.270
C -2.994 -1.399 1.287
C 2.915 -1.906 2.925
C 2.361 -1.903 -3.985
H -3.548 -2.323 1.078
H -1.461 -0.743 -1.892
H 2.466 -1.910 6.284
H -2.745 2.628 1.516
H 4.146 -0.890 -3.375
H -3.846 1.824 -0.980
H -3.398 -0.997 2.217
H -0.409 3.251 2.603
H -1.574 0.412 -4.146
H -2.051 -3.072 3.027
H 3.153 2.640 -2.844
H -2.349 1.192 -1.711
H -2.989 -0.603 -3.833
H -1.468 -2.298 -2.708
H 2.784 1.273 -0.741
H 3.914 -2.909 4.533
H -4.204 1.609 1.448
H 2.875 -2.566 -4.669
H -1.149 -2.469 -0.419
H 4.486 1.581 -3.283
H 0.511 4.953 -1.267
H -2.802 1.138 2.457
H 0.902 2.310 -2.511
H -2.860 -0.830 -0.775
H -0.061 -3.004 0.849
H -1.714 -3.679 0.762
H 3.542 -2.342 2.155
H 0.424 -2.749 -4.355
H -0.385 -2.450 3.083
H 0.659 -0.343 5.642
H -1.713 -1.406 3.592
H 4.125 0.262 -1.161
H -2.301 2.671 -0.728
H -1.712 -1.164 -4.913
H -4.289 -0.215 0.038
H -0.050 5.586 1.316
H 4.603 2.594 -1.843
*
```

Results
Energy above the lowest of the compared OMol25 structures with the same formula, charge and spin = 0.9032 eV
Lowest unoccupied orbital energy = 0.387 eV
DFT total energy = -2177.02224 Eh
Orbital gap = 7.18 eV

(3)
Density functional theory data (wB97M-V/def2-TZVPD) for a 3-piece molecular cluster, C27H37N5O8 overall.

ORCA input file:
```
! wB97M-V def2-TZVPD RIJCOSX def2/J DEFGRID3
* xyz 0 1
O -4.118 4.812 -1.106
O -9.055 2.465 0.802
O -6.353 0.948 0.724
O -3.035 -2.745 1.140
O -9.701 0.534 1.408
O 3.088 -4.927 1.145
O -10.845 2.391 2.090
O 0.198 5.138 -0.878
N 1.444 -1.192 2.604
N -4.843 -1.045 1.178
N -1.546 3.696 -2.364
N 3.665 2.230 -3.443
N 5.950 -4.904 0.122
C 2.625 1.537 -4.255
C -0.799 1.216 -1.438
C 3.271 2.591 -2.052
C 6.094 -3.451 -0.300
C -4.652 3.438 -1.101
C 1.357 -1.042 0.065
C -1.953 2.415 -1.606
C -0.845 4.542 -1.510
C -3.831 0.867 -0.205
C 4.724 -5.573 -0.552
C -9.943 1.762 1.491
C -3.499 2.267 -0.991
C -3.440 -1.531 0.758
C 1.165 1.219 -3.613
C 3.371 -4.905 -0.247
C -2.710 -0.326 -0.080
C -1.169 -0.198 -0.688
C 1.315 -0.171 1.462
C -0.121 -1.447 -0.518
C 1.900 2.327 -1.215
C -4.377 5.516 0.159
C 5.855 -4.981 1.645
C -3.036 5.272 1.129
C 0.680 1.552 -2.059
C -5.166 0.319 0.574
C 7.199 -5.669 -0.313
C -3.456 5.881 2.608
H 8.074 -5.204 0.152
H -4.696 -0.908 2.223
H -4.593 5.592 2.772
H 6.144 -3.412 -1.393
H 7.014 -3.052 0.140
H 1.897 -2.068 0.340
H 5.235 -2.884 0.067
H 7.277 -5.616 -1.403
H 2.004 -0.562 -0.788
H 2.239 -4.460 1.282
H 4.909 -5.558 -1.633
H 4.716 -6.614 -0.206
H 6.839 -4.746 2.061
H -3.312 7.057 2.573
H -5.191 3.295 -2.157
H -5.464 3.245 -0.280
H -0.631 -2.241 0.196
H 4.110 3.179 -1.435
H 2.236 0.564 1.424
H -5.371 5.192 0.705
H 2.904 1.237 -5.376
H 2.305 -0.950 3.142
H 7.100 -6.708 0.016
H -0.001 -1.964 -1.587
H -2.169 5.890 0.604
H 3.347 -3.870 -0.600
H 0.330 0.455 1.581
H 1.744 2.650 -0.082
H -8.588 1.649 0.529
H -2.802 4.118 1.152
H 5.561 -5.998 1.927
H 0.585 -1.206 3.198
H 5.140 -4.238 2.004
H 2.576 -5.454 -0.761
H -2.759 5.389 3.432
H 0.367 0.697 -4.324
H -4.486 6.678 -0.067
*
```

Results
Lowest unoccupied orbital energy = -1.683 eV
DFT total energy = -1925.78485 Eh
Orbital gap = 3.10 eV

(4)
Density functional theory data (wB97M-V/def2-TZVPD) for an isolated ion of composition C27H37N6O2 and charge +1.

ORCA input file:
```
! wB97M-V def2-TZVPD RIJCOSX def2/J DEFGRID3
* xyz 1 1
O 5.495 1.725 -1.030
O 0.836 1.608 1.942
N -1.133 -0.538 0.940
N 0.150 0.664 -1.350
N -1.429 -1.155 2.082
N 0.662 -1.232 1.876
N -2.517 0.407 -1.038
N -0.380 -1.566 2.639
C 2.093 0.854 0.087
C -0.500 -0.051 -2.409
C 5.627 0.988 -2.224
C 0.721 2.388 3.114
C 2.294 -3.110 0.326
C -0.556 1.870 -0.958
C 4.132 -1.700 0.949
C -6.323 -0.635 0.744
C 2.009 -1.542 2.274
C -1.954 -0.483 -2.077
C 3.243 0.867 -0.691
C 2.011 1.657 1.226
C -2.051 1.781 -1.300
C -4.342 0.886 0.547
C -5.847 0.811 0.799
C 4.355 -3.219 -0.895
C -4.459 -1.162 -0.859
C -5.966 -1.242 -0.605
C 3.105 2.443 1.578
C 4.247 2.440 0.809
C 4.895 -2.251 -0.065
C 2.827 -2.127 1.152
C -3.993 0.294 -0.821
C 3.053 -3.648 -0.698
C 0.944 -0.034 -0.365
C 0.178 -0.573 0.802
C 4.333 1.657 -0.344
H -6.276 -2.286 -0.641
H -4.492 0.856 -1.619
H 5.094 3.046 1.083
H 1.917 -2.254 3.101
H 6.628 1.205 -2.592
H 1.390 -0.899 -0.876
H 2.488 -0.633 2.650
H 4.892 1.303 -2.971
H 5.530 -0.087 -2.046
H 1.286 -3.466 0.491
H -7.401 -0.679 0.897
H 4.949 -3.647 -1.688
H -3.936 -1.727 -0.085
H -2.235 2.020 -2.350
H 0.085 -0.933 -2.670
H -2.567 -0.431 -2.979
H -0.125 2.736 -1.477
H -2.603 2.491 -0.687
H 1.473 2.110 3.857
H 5.915 -1.926 -0.202
H -5.846 -1.207 1.542
H -3.821 0.317 1.320
H -2.029 0.068 -0.106
H 4.554 -0.941 1.590
H -0.432 2.021 0.114
H -6.375 1.400 0.046
H -0.271 2.172 3.510
H 3.071 3.067 2.456
H 0.800 3.455 2.891
H -4.254 -1.616 -1.828
H -6.069 1.242 1.775
H -6.496 -0.710 -1.398
H -1.966 -1.504 -1.696
H -4.030 1.928 0.620
H 3.270 0.243 -1.569
H -0.510 0.605 -3.286
H 2.631 -4.412 -1.334
*
```

Results
SMILES string = COc1ccc(OC)c([C@@H](c2nnnn2Cc2ccccc2)N2CC[NH+](C3CCCCC3)CC2)c1
Energy above the lowest of the compared OMol25 structures with the same formula, charge and spin = 0.0000 eV
Lowest unoccupied orbital energy = -1.858 eV
DFT total energy = -1529.82293 Eh
Orbital gap = 8.83 eV

(5)
Density functional theory data (wB97M-V/def2-TZVPD) for C27H38As2BrN6NiO8 as an isolated structure.

ORCA input file:
```
! wB97M-V def2-TZVPD RIJCOSX def2/J DEFGRID3
* xyz 1 3
Br -0.078 0.157 -6.852
As 6.125 -1.900 0.447
As 2.468 -0.496 -0.371
Ni -0.070 0.271 -0.033
O 4.689 -2.014 2.884
O 4.092 2.409 1.805
O 7.397 0.658 1.479
O 6.346 2.056 0.068
O 2.552 -1.854 2.256
O 4.450 -3.782 -1.895
O 2.501 -2.852 -2.506
O 2.746 2.310 -0.001
N -1.195 -1.404 0.510
N -3.057 3.248 -0.364
N -4.752 3.979 -2.021
N -1.025 1.931 -0.386
N -0.159 0.740 2.107
N -0.052 0.004 -2.211
C 2.208 3.619 0.292
C -3.945 3.629 -1.274
C 3.550 -3.020 -1.678
C 6.488 -1.825 -1.471
C 0.107 1.257 -4.252
C 3.718 -2.048 1.990
C 5.315 -0.017 0.536
C -1.179 1.738 2.474
C 7.386 3.030 0.296
C -0.064 0.099 -4.987
C 0.101 1.162 -2.875
C 3.350 -2.252 -0.399
C -2.036 2.549 -0.426
C -0.204 -1.102 -2.946
C 6.455 0.944 0.790
C 2.569 -3.591 -3.745
C -1.597 -1.220 1.929
C 1.143 1.220 2.607
C 3.036 0.036 -2.165
C 4.205 -2.430 0.617
C 3.688 1.830 0.839
C -0.488 -0.562 2.712
C 4.309 -1.653 4.229
C -0.366 -2.627 0.399
C -2.410 -1.532 -0.316
C -0.226 -1.107 -4.327
C 4.055 0.420 0.449
H -2.144 -1.725 -1.351
H 1.176 3.604 -0.050
H 3.838 -0.673 4.230
H 7.113 3.885 -0.312
H -2.981 -0.605 -0.272
H -1.268 1.785 3.564
H 3.626 -2.395 4.634
H -0.304 -2.038 -2.415
H 2.779 4.364 -0.254
H 0.400 -1.178 2.690
H 0.005 -2.745 -0.617
H -0.887 2.715 2.100
H 2.396 -0.398 -2.924
H 7.411 -1.250 -1.560
H -0.953 -3.511 0.665
H -0.782 -0.445 3.761
H -2.148 1.495 2.046
H 0.232 2.217 -4.733
H -3.032 -2.356 0.046
H 8.347 2.628 -0.012
H 5.236 -1.633 4.791
H 3.592 -3.659 -4.097
H 1.383 2.164 2.120
H 1.111 1.388 3.688
H -2.505 -0.619 1.944
H -0.371 -2.031 -4.869
H 0.212 2.050 -2.271
H 1.957 -3.043 -4.455
H 5.707 -1.353 -2.058
H 4.066 -0.279 -2.313
H 7.423 3.298 1.348
H 2.991 1.123 -2.203
H 1.919 0.488 2.397
H 0.492 -2.559 1.065
H 2.171 -4.592 -3.593
H -1.844 -2.189 2.372
H 6.656 -2.835 -1.832
H 2.262 3.822 1.357
*
```

Results
Energy above the lowest of the compared OMol25 structures with the same formula, charge and spin = 0.0000 eV
Lowest unoccupied orbital energy (alpha / beta) = -3.972 / -3.978 eV
DFT total energy = -10535.68364 Eh
Orbital gap (alpha / beta) = 7.23 / 7.37 eV

(6)
Density functional theory data (wB97M-V/def2-TZVPD) for C27H38B2F3HgN2O21S as an isolated structure.

ORCA input file:
```
! wB97M-V def2-TZVPD RIJCOSX def2/J DEFGRID3
* xyz -1 1
Hg -0.989 0.471 -0.207
S -2.448 3.025 0.241
F -1.513 3.636 2.628
F -1.342 5.226 1.163
F -3.276 4.731 2.020
O -1.754 -1.192 1.196
O 4.974 -1.687 -1.387
O -1.604 -5.033 3.533
O -0.558 -7.561 1.410
O 2.989 -1.250 -0.030
O 3.140 -3.267 -1.239
O -1.216 -3.211 1.991
O 0.255 1.525 1.616
O 0.830 -0.848 -0.397
O 4.695 -2.912 0.591
O 6.886 -3.253 1.020
O -1.499 -5.519 1.242
O -3.348 -4.154 2.026
O 0.966 -3.350 -1.879
O -1.639 -1.009 -2.045
O -2.687 1.775 0.969
O -1.202 2.838 -0.531
O 7.225 -1.503 -1.318
O -3.509 3.602 -0.525
O -4.466 -2.358 1.249
O -0.683 -6.947 4.285
N 1.595 1.202 1.936
N -2.135 0.242 -2.569
C 1.897 -2.854 -1.316
C 2.489 2.266 1.500
C 3.169 0.083 3.337
C 6.183 -1.855 -0.860
C 6.002 -2.747 0.405
C -4.066 1.506 -3.315
C -1.091 -0.292 -4.792
C -1.794 2.051 -4.160
C -1.013 -6.224 3.399
C 0.856 -0.740 3.182
C -3.283 1.988 -4.521
C 1.716 0.531 3.235
C -4.255 -0.014 -1.380
C -3.460 -2.940 1.539
C 4.152 1.210 3.103
C -3.582 0.157 -2.761
C 0.150 0.963 -3.087
C -1.244 0.710 -3.650
C -4.107 -0.974 -3.676
C 2.305 2.447 -0.017
C -0.950 -6.547 1.890
C -2.026 -2.338 1.489
C 2.253 3.625 2.172
C -2.120 4.236 1.593
C 3.952 1.832 1.729
C 1.276 1.363 4.457
C 1.820 -1.536 -0.513
B -1.921 -4.499 2.211
B 3.959 -2.269 -0.498
H 4.285 1.203 0.902
H -1.972 -0.576 -5.356
H 0.255 1.101 4.753
H -0.195 -0.447 3.245
H -1.249 2.225 -5.091
H -3.616 2.980 -4.830
H -3.384 1.337 -5.398
H 2.160 1.472 -0.485
H -3.940 2.283 -2.554
H 0.741 1.412 -3.891
H 2.540 3.681 3.223
H -5.182 -0.867 -3.756
H -3.761 -0.823 -0.838
H -3.651 -0.933 -4.662
H -1.644 2.853 -3.437
H -3.861 -1.942 -3.229
H 4.545 2.751 1.682
H 5.174 0.897 3.323
H -5.139 1.431 -3.498
H -0.052 2.147 2.293
H -5.288 -0.318 -1.528
H -4.182 0.908 -0.815
H 3.398 -0.417 4.281
H -2.024 -1.722 -2.577
H 1.447 3.091 -0.226
H 0.670 0.029 -2.858
H 1.203 3.930 2.113
H 1.907 1.162 5.322
H 1.259 2.437 4.271
H 3.979 2.034 3.813
H 2.848 4.389 1.667
H 3.327 -0.707 2.595
H 1.032 -1.328 2.288
H -0.707 -1.235 -4.372
H 1.008 -1.353 4.073
H -0.266 -0.009 -5.449
H 3.194 2.913 -0.441
H 0.188 1.649 -2.240
*
```

Results
Energy above the lowest of the compared OMol25 structures with the same formula, charge and spin = 0.0000 eV
Lowest unoccupied orbital energy = 1.146 eV
DFT total energy = -3642.60657 Eh
Orbital gap = 8.39 eV